This record from the OMol25 dataset describes 3 unconnected molecules or ions with the total composition C25H47BBrNO9P at a distorted geometry. The level of theory is ωB97M-V/def2-TZVPD.

Geometry as XYZ:
```
85
C25H47BBrNO9P | the OMol25 dataset | ωB97M-V/def2-TZVPD
C 3.50694 -1.88890 -1.28229
B 2.84777 -0.85430 -2.28631
O 2.67013 -1.24162 -3.59418
C 2.34701 0.59895 -1.78303
Br 3.60776 1.44529 -0.48020
C 1.01525 0.26352 -1.01046
O 0.72805 0.78832 0.08053
O 0.32690 -0.55846 -1.66463
N 2.08441 1.41665 -2.95192
C 1.17001 2.53978 -2.65605
C -0.26252 2.26235 -3.08642
C -0.51797 1.56917 -4.25337
C -1.77565 1.32347 -4.69907
C -2.84411 1.77531 -3.95352
C -2.66181 2.46030 -2.78385
C -1.34140 2.69099 -2.34773
C -1.15932 3.44473 -1.02091
P 3.52431 1.85425 -3.80456
C 3.14479 2.16665 -5.59403
C 4.26233 3.43598 -3.18532
H 2.83350 -2.75059 -1.19206
H 3.61372 -1.45806 -0.28220
H 4.48884 -2.22197 -1.63919
H 1.78676 -0.93432 -3.85101
H 1.48799 3.41017 -3.25185
H 1.23308 2.84006 -1.60927
H 0.32597 1.20059 -4.83364
H -1.97971 0.79659 -5.62592
H -3.86110 1.61296 -4.30830
H -3.51951 2.81707 -2.22247
H -0.14736 3.82843 -0.92147
H -1.90596 4.24398 -0.95877
H -1.34874 2.77457 -0.17427
H 3.05218 3.25217 -5.75439
H 3.97402 1.85272 -6.23136
H 2.22664 1.64284 -5.86888
H 5.02722 3.19340 -2.44699
H 4.77686 3.95184 -4.00889
H 3.55673 4.15476 -2.74797
C 3.32055 -1.69257 2.80918
O 4.45583 -2.50725 3.04540
C 5.52918 -1.78467 3.61481
C 6.45226 -2.70886 4.38072
O 5.95538 -3.09876 5.65787
C 4.86349 -4.00858 5.67804
C 5.23233 -5.42461 5.28530
O 5.38851 -5.53981 3.88136
C 6.29606 -6.55255 3.51680
H 3.53742 -0.93781 2.04838
H 2.51543 -2.33243 2.45434
H 2.99427 -1.20802 3.73699
H 5.15093 -1.01027 4.29362
H 6.08762 -1.30547 2.79925
H 7.37137 -2.15655 4.59228
H 6.73201 -3.57812 3.78384
H 4.02690 -3.63204 5.08771
H 4.53554 -4.03292 6.72074
H 4.42575 -6.10486 5.59164
H 6.15657 -5.71016 5.80195
H 7.27965 -6.37626 3.96837
H 6.40684 -6.52617 2.43379
H 5.92178 -7.53978 3.81275
C -4.19194 0.77882 0.95245
O -5.48243 0.88733 0.37552
C -6.03808 -0.37336 0.05248
C -7.54978 -0.29842 0.01136
O -8.16629 -0.28541 1.29550
C -8.02903 0.89923 2.06857
C -8.84911 2.06720 1.55977
O -8.24293 2.65966 0.42314
C -9.17900 3.26485 -0.43763
H -3.47654 0.38441 0.22453
H -3.87996 1.77920 1.24700
H -4.23859 0.13996 1.84141
H -5.73463 -1.12494 0.79138
H -5.66058 -0.66873 -0.93542
H -7.91237 -1.21180 -0.46652
H -7.89162 0.53886 -0.59885
H -6.97910 1.16838 2.19283
H -8.41233 0.63649 3.05812
H -8.91181 2.83254 2.34545
H -9.86016 1.71698 1.32018
H -9.92668 2.53719 -0.77455
H -8.64061 3.63143 -1.31040
H -9.67610 4.10894 0.05478
```

total energy	-4652.93353	a.u.
multiplicity	1
LUMO level	2.40	eV
charge	-1
F_max	2.8	eV/A

These are the Mulliken partial charges, in e, on atoms 1 to 8:
1. C -0.819
2. B 0.583
3. O -0.628
4. C -0.278
5. Br -0.185
6. C 0.527
7. O -0.797
8. O -0.759

***

This record from the OMol25 dataset describes a molecular structure, C25H47BMnN8Si4. The level of theory is ωB97M-V/def2-TZVPD.

Geometry as XYZ:
```
86
C25H47BMnN8Si4 | the OMol25 dataset | ωB97M-V/def2-TZVPD
Mn -0.42737 -0.11367 -0.44537
C -1.32018 2.90133 1.40533
C -1.85490 2.67415 0.03091
C -2.51417 3.55842 -0.81407
C -2.80265 2.82250 -1.94719
N -2.35777 1.57457 -1.77286
N -1.75417 1.47220 -0.55967
B -2.28183 0.37801 -2.78370
N -2.60850 -0.94837 -2.03188
C -3.67238 -1.73273 -2.24984
C -3.61955 -2.80345 -1.38265
C -2.45408 -2.61406 -0.64076
C -1.87003 -3.50486 0.40224
N -1.84634 -1.49109 -1.03560
N -0.81638 0.32844 -3.30301
C -0.28328 0.67714 -4.48163
C 1.09213 0.61470 -4.37829
C 1.34138 0.21340 -3.06721
C 2.64793 -0.08098 -2.40924
N 0.18408 0.04521 -2.42186
N -3.27871 0.57547 -3.88967
C -4.58359 0.97252 -3.81544
C -5.19920 0.59692 -4.97090
C -4.19796 -0.06801 -5.72398
C -4.32353 -0.69225 -7.07557
N -3.05745 -0.09223 -5.06151
H -1.42179 3.94756 1.68405
H -1.87044 2.29554 2.12745
H -0.26177 2.62888 1.45231
H -2.76111 4.58936 -0.62624
H -3.29137 3.11103 -2.86257
H -4.39913 -1.50113 -3.01239
H -4.31400 -3.62265 -1.31061
H -2.60298 -4.24908 0.70483
H -0.99323 -4.02778 0.01710
H -1.56888 -2.94003 1.28230
H -0.91127 0.91537 -5.32205
H 1.81618 0.81116 -5.15059
H 3.45108 0.45514 -2.91121
H 2.62335 0.22023 -1.36097
H 2.87133 -1.14942 -2.45667
H -4.97495 1.47953 -2.94814
H -6.22046 0.77902 -5.26183
H -5.20873 -0.32627 -7.59084
H -3.44556 -0.47302 -7.68040
H -4.40472 -1.77675 -6.99267
C 4.86176 1.12483 2.68851
Si 3.45473 0.91456 1.51102
C 3.61429 -0.81092 0.75496
C 3.28480 2.34188 0.36762
Si 1.33666 -0.28952 1.74842
Si 1.72372 1.36950 3.78351
C 1.95118 3.13049 3.27131
C 2.63980 0.90275 5.29963
C -0.04382 0.79834 3.72566
Si 1.33629 -2.38095 2.93265
C 2.74289 -2.62952 4.12278
C 1.57698 -3.61693 1.53868
C -0.30655 -2.62259 3.77024
H 5.79138 1.19931 2.11407
H 4.95794 0.25729 3.34188
H 4.80722 2.03262 3.28673
H 4.26894 -0.65088 -0.11058
H 2.72183 -1.30382 0.34247
H 4.11451 -1.49439 1.43898
H 4.06303 2.25657 -0.39780
H 3.44295 3.28226 0.89465
H 2.31553 2.38414 -0.12993
H 2.94750 3.54428 3.42147
H 1.28998 3.76021 3.88073
H 1.65040 3.26918 2.23333
H 3.71506 0.86922 5.15971
H 2.29571 -0.03107 5.73827
H 2.43753 1.70661 6.01865
H -0.44111 0.57354 2.72001
H -0.64968 1.64216 4.07701
H -0.24092 -0.05841 4.36475
H 3.69958 -2.47580 3.61819
H 2.74695 -3.65171 4.50822
H 2.70253 -1.97021 4.99202
H 2.63377 -3.81620 1.35017
H 1.10719 -3.30257 0.60383
H 1.14035 -4.58491 1.80307
H -0.29084 -2.29520 4.81224
H -0.52027 -3.69406 3.76881
H -1.13285 -2.11010 3.27664
```

ΔE to the lowest compared entry with this formula, charge and spin	13.49	kcal per mole
total energy	-3752.35541	a.u.
multiplicity	6
LUMO level (alpha / beta)	-6.53 / -6.60	eV
charge	+2
F_max	0.7	eV/A

These are the Mulliken partial charges, in e, on atoms 1 to 8:
1. Mn 0.326
2. C -0.450
3. C 0.593
4. C -1.705
5. C 0.065
6. N 1.166
7. N -0.847
8. B 0.084